Entry 1:
Molecular formula: C16H15Br2O9PtS2
Method: DFT, ωB97M-V/def2-TZVPD

Element x y z (Å)
Pt  0.026  0.219  -0.035
C  -3.182  4.141  4.310
O  -1.964  3.730  4.943
C  -1.067  3.078  4.209
C  0.110  2.705  4.879
C  1.119  2.031  4.212
C  0.999  1.686  2.878
C  2.103  0.996  2.179
C  3.378  0.694  2.901
O  2.016  0.660  1.001
C  -0.197  2.051  2.204
O  -0.398  1.844  0.923
C  -1.217  2.749  2.875
H  -3.736  4.683  5.066
H  -3.754  3.272  3.984
H  -2.972  4.798  3.465
H  0.205  2.957  5.926
H  2.013  1.772  4.761
H  3.859  1.610  3.248
H  4.045  0.165  2.226
H  3.158  0.065  3.768
H  -2.095  3.008  2.301
O  0.692  -2.341  3.263
S  0.288  -2.283  1.892
O  -0.759  -3.141  1.446
O  -0.065  -0.746  1.665
C  1.705  -2.532  0.879
C  2.902  -2.818  1.524
C  4.071  -2.956  0.794
C  4.057  -2.810  -0.585
C  2.870  -2.551  -1.246
C  1.690  -2.413  -0.520
S  0.304  -1.980  -1.535
O  -0.028  -3.015  -2.434
O  0.762  -0.685  -2.115
O  -0.855  -1.487  -0.638
H  2.892  -2.939  2.599
H  4.998  -3.185  1.303
H  4.974  -2.903  -1.151
H  2.852  -2.458  -2.324
Br  2.072  2.495  -2.195
C  0.495  2.036  -3.173
Br  -1.049  1.713  -2.029
H  0.669  1.122  -3.720
H  0.224  2.874  -3.801

Values from the calculation:
- HOMO level (alpha / beta): -12.20 / -12.15 eV
- HOMO-LUMO gap (alpha / beta): 5.155 / 5.035 eV
- E_LUMO (alpha / beta): -7.042 / -7.114 eV
- Energy relative to the best compared isomer or geometry (same formula, charge and spin): 3.393 eV
- Net charge: +1
- Multiplicity: 1
- Molar mass: 770.31 g/mol

natural (NBO) population analysis, charges in e, atoms 1 to 4:
1 Pt 1.52
2 C -0.26
3 O -0.45
4 C 0.35

***

Entry 2:
Molecular formula: C16H15BrCa
Method: DFT, ωB97M-V/def2-TZVPD

Element x y z (Å)
C  3.191  0.423  -0.565
C  2.515  1.674  -0.688
C  1.797  1.908  0.534
H  2.559  2.365  -1.529
C  2.000  0.763  1.387
C  2.866  -0.145  0.703
H  3.291  -1.060  1.116
H  3.927  0.033  -1.265
H  1.189  2.795  0.737
H  1.599  0.629  2.392
Ca  0.278  0.279  -0.662
Br  -0.960  2.189  -2.145
C  -0.553  -1.998  -1.829
C  0.461  -2.591  -0.991
C  1.729  -2.262  -1.544
H  0.277  -3.260  -0.147
C  1.522  -1.433  -2.687
C  0.114  -1.271  -2.868
H  -0.373  -0.684  -3.651
H  -1.639  -2.105  -1.716
H  2.690  -2.662  -1.225
H  2.302  -1.062  -3.360
C  -3.725  0.936  2.475
C  -2.525  1.610  2.719
C  -1.379  1.274  1.924
C  -1.564  0.275  1.011
C  -2.719  -0.357  0.670
C  -3.866  -0.027  1.468
H  -4.580  1.175  3.093
H  -2.421  2.375  3.500
H  -0.422  1.805  2.032
H  -2.764  -1.056  -0.178
H  -4.817  -0.536  1.286

Values from the calculation:
- HOMO level: -0.41 eV
- HOMO-LUMO gap: 6.070 eV
- E_LUMO: 5.662 eV
- Net charge: -2
- Multiplicity: 1
- Molar mass: 327.28 g/mol

natural (NBO) population analysis, charges in e, atoms 1 to 4:
1 C -0.35
2 C -0.41
3 C -0.45
4 H 0.21

***

Entry 3:
Molecular formula: C16H15CuIN2O3S2
Method: DFT, ωB97M-V/def2-TZVPD

Element x y z (Å)
Cu  1.299  0.888  0.593
C  -2.660  3.303  1.257
C  -2.811  2.020  0.502
N  -4.006  1.580  0.231
C  -4.129  0.411  -0.449
C  -3.062  -0.315  -0.897
C  -3.348  -1.562  -1.688
O  -3.185  -1.367  -3.098
C  -1.737  0.135  -0.627
C  -0.648  -0.562  -1.244
N  0.603  -0.446  -0.952
C  1.522  -1.175  -1.719
C  1.288  -2.490  -2.130
C  2.229  -3.181  -2.873
C  3.431  -2.577  -3.213
C  3.690  -1.281  -2.794
C  2.750  -0.590  -2.047
I  3.160  1.350  -1.412
C  -1.574  1.332  0.132
O  -0.490  1.877  0.482
H  -3.643  3.718  1.473
H  -2.066  4.015  0.682
H  -2.106  3.135  2.182
H  -5.142  0.058  -0.613
H  -4.368  -1.892  -1.470
H  -2.677  -2.382  -1.429
H  -3.563  -0.504  -3.301
H  -0.933  -1.211  -2.075
H  0.369  -2.979  -1.836
H  2.027  -4.201  -3.176
H  4.174  -3.115  -3.787
H  4.630  -0.806  -3.042
C  2.845  1.155  5.873
O  2.818  0.366  4.694
C  2.390  0.928  3.541
S  1.907  2.517  3.465
S  2.449  -0.182  2.247
H  3.200  0.489  6.657
H  1.850  1.534  6.107
H  3.516  2.007  5.755

Values from the calculation:
- HOMO level: -4.08 eV
- HOMO-LUMO gap: 6.533 eV
- E_LUMO: 2.449 eV
- Energy relative to the best compared isomer or geometry (same formula, charge and spin): 0.047 eV
- Net charge: -1
- Multiplicity: 1
- Molar mass: 537.89 g/mol

Löwdin population analysis, charges in e, atoms 1 to 4:
1 Cu -0.16
2 C -0.04
3 C -0.26
4 N 0.09

***

Entry 4:
Molecular formula: C16H15FN2NaO2S2
Method: DFT, ωB97M-V/def2-TZVPD

Element x y z (Å)
Na  0.627  1.741  -0.286
S  1.119  1.448  2.768
C  0.312  0.161  2.071
N  -0.050  -0.237  0.855
C  -0.909  -1.292  0.799
C  -1.370  -1.781  -0.429
C  -2.014  -3.001  -0.394
C  -2.282  -3.700  0.778
C  -1.780  -3.213  2.031
C  -1.128  -1.986  2.040
S  -0.224  -1.134  3.279
H  -1.081  -1.303  -1.396
H  -2.395  -3.370  -1.321
H  -2.908  -4.600  0.727
H  -1.977  -3.783  2.911
N  -3.164  3.606  -2.241
C  -2.736  3.998  -0.853
C  -1.606  3.134  -0.423
O  -1.415  2.062  -1.061
O  -0.861  3.556  0.536
H  -2.463  2.846  -2.602
H  -3.163  4.451  -2.811
H  -4.096  3.166  -2.257
H  -3.577  3.941  -0.247
H  -2.372  5.015  -0.795
F  1.949  -3.784  -0.051
C  2.334  -2.397  -0.101
C  2.813  -1.836  1.083
C  3.301  -0.616  1.055
C  3.309  0.171  -0.161
C  3.336  1.537  -0.114
C  3.088  -0.564  -1.405
C  2.453  -1.746  -1.346
H  2.802  -2.279  2.044
H  3.690  -0.137  1.966
H  3.742  2.159  -0.931
H  3.245  2.122  0.833
H  3.426  -0.088  -2.322
H  2.028  -2.268  -2.228

Values from the calculation:
- HOMO level (alpha / beta): -1.42 / -1.42 eV
- HOMO-LUMO gap (alpha / beta): 1.952 / 1.951 eV
- E_LUMO (alpha / beta): 0.532 / 0.532 eV
- Net charge: -1
- Multiplicity: 1
- Molar mass: 373.43 g/mol

natural (NBO) population analysis, charges in e, atoms 1 to 4:
1 Na 0.87
2 S -0.30
3 C -0.03
4 N -0.63

***

Entry 5:
Molecular formula: C16H16AsFN2O8W
Method: DFT, ωB97M-V/def2-TZVPD

Element x y z (Å)
W  -0.568  0.923  1.546
O  -6.443  -0.872  2.592
C  -5.210  -0.403  2.344
C  -4.746  0.806  2.857
C  -3.462  1.187  2.538
N  -2.686  0.403  1.811
C  -3.146  -0.694  1.224
C  -4.415  -1.150  1.464
C  -2.188  -1.110  0.140
O  -2.259  -2.138  -0.476
O  -1.308  -0.134  -0.092
C  -2.816  2.552  2.720
O  -3.336  3.420  3.368
O  -1.727  2.616  2.003
H  -6.922  -0.275  3.180
H  -5.370  1.468  3.445
H  -4.801  -2.026  0.964
O  1.474  1.416  2.433
N  1.088  1.786  3.567
O  -0.150  1.707  3.635
O  -0.319  -0.540  2.388
F  0.101  2.351  0.361
C  1.248  -2.013  0.051
As  1.303  -0.088  0.007
C  3.139  0.363  0.390
C  1.031  0.431  -1.854
C  2.159  -0.019  -2.730
C  2.167  -1.302  -3.273
C  3.226  -1.734  -4.057
C  4.294  -0.886  -4.313
C  4.293  0.397  -3.785
C  3.233  0.826  -3.000
H  2.049  -2.427  -0.559
H  0.282  -2.347  -0.324
H  1.362  -2.327  1.087
H  3.779  -0.075  -0.374
H  3.392  -0.025  1.373
H  3.246  1.445  0.398
H  0.919  1.514  -1.836
H  0.080  -0.011  -2.143
H  1.327  -1.963  -3.087
H  3.214  -2.732  -4.476
H  5.120  -1.221  -4.927
H  5.117  1.069  -3.988
H  3.233  1.831  -2.592

Values from the calculation:
- HOMO level: -9.25 eV
- HOMO-LUMO gap: 8.229 eV
- E_LUMO: -1.020 eV
- Energy relative to the best compared isomer or geometry (same formula, charge and spin): 0.000 eV
- Multiplicity: 1
- Molar mass: 642.07 g/mol

natural (NBO) population analysis, charges in e, atoms 1 to 4:
1 W 2.01
2 O -0.63
3 C 0.38
4 C -0.29

***

Entry 6:
Molecular formula: C16H16BrNO3
Method: DFT, ωB97M-V/def2-TZVPD

Element x y z (Å)
O  -0.359  -1.723  -0.979
C  -1.078  -0.895  -0.484
C  -2.525  -1.001  -0.163
C  -2.942  0.164  0.350
C  -4.328  0.447  0.798
C  -5.092  -0.873  0.928
C  -4.855  -1.766  -0.292
C  -3.386  -2.189  -0.384
C  -1.793  1.105  0.405
O  -1.770  2.233  0.823
N  -0.704  0.400  -0.115
C  0.599  0.929  -0.253
C  0.776  2.248  -0.661
C  2.057  2.745  -0.787
C  3.165  1.953  -0.530
C  2.983  0.635  -0.129
O  3.990  -0.242  0.158
C  5.324  0.186  0.011
C  6.195  -1.009  0.362
Br  8.065  -0.532  0.198
C  1.695  0.127  0.017
H  -4.309  0.992  1.745
H  -4.812  1.100  0.065
H  -6.158  -0.671  1.038
H  -4.755  -1.397  1.824
H  -5.489  -2.651  -0.234
H  -5.127  -1.215  -1.195
H  -3.161  -2.638  -1.354
H  -3.156  -2.941  0.377
H  -0.078  2.872  -0.864
H  2.203  3.768  -1.098
H  4.151  2.374  -0.644
H  5.521  0.506  -1.022
H  5.544  1.024  0.688
H  6.008  -1.840  -0.317
H  6.026  -1.326  1.390
H  1.576  -0.898  0.327

Values from the calculation:
- HOMO level: -8.65 eV
- HOMO-LUMO gap: 8.272 eV
- E_LUMO: -0.381 eV
- Energy relative to the best compared isomer or geometry (same formula, charge and spin): 0.000 eV
- Multiplicity: 1
- Structure (SMILES): O=C1C2=C(CCCC2)C(=O)N1c1cccc(OCCBr)c1
- Molar mass: 350.21 g/mol

natural (NBO) population analysis, charges in e, atoms 1 to 4:
1 O -0.53
2 C 0.68
3 C -0.05
4 C -0.05

***

> Look up the multiplicity of the fourth one.

1

***

> The lowest molar mass belongs to which entry?

C16H15BrCa